Record 1
Below is an isolated molecule of C11H11NS at a distorted geometry, with properties calculated with the ωB97M-V functional and the def2-TZVPD basis.

Calculated values
E_LUMO   -0.3 eV
HOMO energy   -7.0 eV
Frontier orbital gap   6.68 eV
Energy above the lowest of the compared OMol25 structures with the same formula, charge and spin   195.9 kcal/mol
DFT total energy   -23901.719 eV

```
24
Properties=species:S:1:pos:R:3:forces:R:3
C -3.42845 -0.74359 0.96336 -0.0637 -1.2906 -0.5289
C -2.49094 -1.40732 0.26432 -0.0539 1.0568 0.5085
C -3.22008 0.30891 1.71173 1.4242 0.6546 -0.7588
C -1.79976 0.95733 1.85447 1.2815 -1.5858 -0.7544
C -1.49403 -1.86194 -0.30326 0.9238 -0.0490 -0.5985
C -0.69048 0.72204 1.17432 -0.3087 -0.0407 -0.8459
C 0.96267 -0.61847 0.06401 -1.6252 -1.7139 -0.1210
C 2.20054 -0.83725 0.35209 2.2141 -0.9698 0.6771
C 3.00976 -1.92089 -0.27265 0.6431 0.2104 -1.8309
C -0.52660 1.49908 -1.82541 -0.9576 0.8656 2.7339
C 0.65134 1.51880 -0.70730 -2.8293 3.3713 -0.7589
N 0.32920 0.57746 0.34669 -1.6880 -0.2798 1.5446
S 0.06127 -1.93452 -0.90804 -0.8401 0.3668 0.3149
H -3.91748 0.85488 2.27749 -0.8118 0.5192 0.6784
H -1.71538 1.33721 2.85198 0.3421 0.7113 0.3359
H 2.74004 -0.21121 1.07265 -0.2391 0.1039 -0.4984
H 3.30988 -1.62218 -1.32027 0.7235 0.7132 1.1966
H 2.60153 -2.81565 -0.70695 -1.3734 -0.7467 1.0341
H 3.83615 -2.21390 0.34589 0.6111 0.0464 -0.0283
H -1.13568 2.47230 -1.80913 1.4385 -0.9960 -0.3852
H -0.14980 1.25084 -2.82675 -0.6039 -0.2792 0.5090
H -1.29537 0.85525 -1.27041 0.9115 0.0450 -1.8756
H 1.60773 1.33475 -1.18125 0.1167 -0.0218 0.5734
H 0.55397 2.49809 -0.14757 0.7646 -0.6911 -1.1215
```
Forces are in eV/Å.

---

Record 2
Below is an isolated molecule of C13H6ClN5O2 at a distorted geometry, with properties calculated with the ωB97M-V functional and the def2-TZVPD basis.

Calculated values
E_LUMO   -0.8 eV
HOMO energy   -9.2 eV
Frontier orbital gap   8.42 eV
DFT total energy   -37644.030 eV

```
27
Properties=species:S:1:pos:R:3:forces:R:3
O -0.41244 -1.16573 2.32485 -1.6672 -0.2496 0.1558
C 0.50023 -0.67874 1.71024 -1.5915 -0.5551 0.6367
C 1.81605 -1.27627 1.92302 -0.3645 2.9349 -1.7265
C 2.14822 -2.54224 2.30476 1.6642 -1.6460 0.7479
C 3.54167 -2.85202 2.43885 -1.2641 -0.6802 -0.0421
C 4.41451 -1.80585 2.02838 -0.3387 -3.0136 1.0460
N 4.05440 -0.63026 1.67517 0.3473 1.9967 -0.7551
C 2.78254 -0.35471 1.60699 1.2794 0.0427 -0.6650
O 2.58133 0.86203 1.00940 1.3966 -0.2116 0.6658
C 1.40158 1.21710 0.53659 1.8768 2.7687 -1.7746
C 1.34575 2.39141 -0.28910 -0.5797 -0.1778 0.0299
Cl 2.67606 3.41283 -0.66802 0.6132 -0.3706 0.3701
C 0.14182 2.81065 -0.83073 2.2338 0.8063 0.4824
C -0.98118 2.10899 -0.54013 -1.8211 -0.8666 1.0337
C -2.22265 2.61281 -1.14084 -3.2759 -2.0980 0.6410
N -2.37199 3.51138 -2.04298 1.4147 1.8020 -0.4219
N -3.66478 3.64721 -2.36892 -0.1824 -0.4424 -1.1324
N -4.36625 2.74465 -1.81593 0.5599 0.1860 1.3840
N -3.53049 2.08157 -0.98768 0.8630 0.0676 0.1335
C -0.90710 1.04826 0.36372 -1.0512 -1.1258 0.0001
C 0.30264 0.53926 0.84012 -1.3656 -0.9999 0.4674
H 1.32342 -3.25358 2.41794 0.5086 0.1187 0.2872
H 3.91378 -3.90232 2.78996 -0.7346 2.2747 -0.9182
H 5.43787 -2.01888 1.86924 1.1414 -0.2694 0.3769
H 0.11716 3.78151 -1.32897 -0.1205 -0.5771 -0.2469
H -3.98822 1.50698 -0.28425 0.5848 -0.0240 -0.3034
H -1.76615 0.49176 0.74610 -0.1269 0.3093 -0.4722
```
Forces are in eV/Å.

---

Record 3
Below is a structure of composition C12H26ClO13SV at a distorted geometry, with properties calculated with the ωB97M-V functional and the def2-TZVPD basis.

Calculated values
E_LUMO (spin up / spin down)   -9.6 / -12.1 eV
HOMO energy (spin up / spin down)   -15.5 / -15.5 eV
Frontier orbital gap (spin up / spin down)   5.91 / 3.44 eV
Charge   +2
DFT total energy   -88506.273 eV
Spin multiplicity   3

```
54
Properties=species:S:1:pos:R:3:forces:R:3
O 0.70520 -0.18836 -3.46972 1.8855 4.0041 3.7799
V 1.06706 0.98156 -2.38188 -5.4481 -2.6914 -1.7641
Cl -0.25480 0.24477 -0.31350 1.9659 0.6015 -2.2442
O 1.43724 1.33885 5.09266 0.3499 -0.7009 -0.6489
S 1.80269 0.23471 4.24762 -0.2919 -0.3530 0.2797
O 2.94300 0.33921 3.35414 -1.5574 -0.6227 0.6500
O 2.05421 -1.09143 5.17391 0.5146 1.1706 -2.3499
C 1.37276 -1.10826 6.39473 -0.0165 -1.2363 2.3541
C 1.61628 -2.47641 7.02701 0.0876 -0.1344 -0.7353
C 0.24489 -0.25863 3.36441 0.7118 -0.2129 0.4118
H 0.28930 -1.06103 6.28514 0.0251 0.7541 -0.1846
H 1.82245 -0.38233 7.07215 -0.6101 0.4668 -0.2390
H 1.40210 -3.21852 6.25792 -0.2142 -0.2792 0.0989
H 0.92674 -2.62054 7.85879 0.2485 -0.0339 0.0588
H 2.65627 -2.63724 7.31102 -0.0995 0.1935 0.2513
H -0.59833 -0.21224 4.05355 0.1718 0.9211 0.0780
H 0.16338 -1.30686 3.07690 0.9090 -0.0563 -0.3251
H 0.19754 0.39735 2.49519 -0.3222 -0.0066 0.2398
C 0.18292 5.34106 -3.98343 1.3345 -0.4945 0.3204
O -0.79367 5.06212 -2.95417 0.1032 0.2264 -0.6554
C -0.93329 3.87606 -2.44358 -0.3591 0.5877 0.4196
O -0.08833 2.95650 -2.56070 0.6778 -1.1518 0.3606
O -2.06910 3.89278 -1.76393 1.2577 -0.5846 -0.8236
C -2.40310 2.83108 -0.90162 -1.1457 -1.0764 1.5890
H -0.07169 6.23244 -4.55678 -0.7246 -0.5005 0.0485
H 0.37615 4.42709 -4.54505 -0.4441 0.2910 -0.4489
H 1.14953 5.58712 -3.54386 -0.0935 0.0022 0.4980
H -3.39547 3.03417 -0.49907 0.0116 0.4525 -0.2872
H -1.77571 2.77090 -0.01231 0.4469 0.1851 -0.3238
H -2.51041 1.83435 -1.32953 0.5362 0.2735 -0.6472
C -2.81289 -1.15614 -2.75533 0.9160 -0.2346 -0.3455
O -3.46577 -0.43127 -3.77994 -0.8885 1.2160 -0.5203
C -2.88362 0.67921 -4.22180 0.9909 1.7116 0.0465
O -1.71845 1.05995 -4.01117 -1.6389 -1.1916 0.0045
O -3.76284 1.44429 -4.89663 -0.2366 -1.4006 0.4741
C -3.23951 2.46104 -5.72459 1.2850 0.6391 -1.0015
H -2.57432 -0.50716 -1.91271 0.0899 -0.0923 -0.0522
H -1.92099 -1.53765 -3.25236 0.3624 -0.2301 0.6376
H -3.43029 -1.99333 -2.42969 -0.2191 0.3188 -0.2766
H -2.66478 2.03539 -6.54714 0.1534 -0.3420 0.1128
H -2.55457 3.12077 -5.19194 -0.1996 0.0109 0.2273
H -3.98674 3.05917 -6.24613 -0.5828 -0.3590 0.7735
C 1.36712 -3.32444 -1.12774 -1.4684 -0.7053 -1.7753
O 2.06779 -3.37557 0.11687 2.1315 -0.7528 -0.3572
C 3.19167 -4.07375 0.32667 -3.0766 2.9295 4.0807
O 3.77927 -4.74333 -0.53357 0.7403 -0.6814 -0.9052
O 3.59712 -3.98528 1.57311 0.8761 -1.3181 -2.3712
C 2.73467 -3.48675 2.61333 -1.7186 0.6564 0.6392
H 0.67870 -4.16872 -1.16479 0.0312 -0.0292 0.1746
H 1.92716 -3.36992 -2.06175 0.8306 -0.0740 0.4866
H 0.75816 -2.42508 -1.21946 0.2716 0.1438 0.8553
H 3.17267 -3.68741 3.59109 0.5758 0.2580 -0.4961
H 1.75546 -3.96477 2.64080 0.1163 -0.6279 -0.4438
H 2.46921 -2.44953 2.40887 0.7472 0.1601 0.2708
```
Forces are in eV/Å.

---

Which of these has the lowest DFT total energy?
C12H26ClO13SV

---

Number 2 is which compound?
C13H6ClN5O2

---

Number 1 is which compound?
C11H11NS